Record 1
Molecular formula: C2H2NPS
Method: DFT, wB97M-V/def2-TZVPD

ORCA input file:
```
! wB97M-V def2-TZVPD RIJCOSX def2/J DEFGRID3
* xyz 0 1
C 1.6067 0.3867 1.0944
N 1.9145 -0.0474 0.0604
S 2.2542 -0.4924 -1.3532
H 1.1460 0.4999 1.9278
C -2.4236 0.0000 -0.7356
P -1.5712 0.2230 0.5072
H -2.9265 -0.5697 -1.5011
*
```

Output
F_max = 6.0 eV Å⁻¹
Orbital gap = 8.89 eV
LUMO level = 0.118 eV
SMILES = C#[N+][S-].C#P
Calculated total energy = -23715.8134 eV

---

Record 2
Molecular formula: C2H2O2
Method: DFT, wB97M-V/def2-TZVPD

ORCA input file:
```
! wB97M-V def2-TZVPD RIJCOSX def2/J DEFGRID3
* xyz 0 1
O 1.6012 -0.7306 -0.0918
C 0.6499 -0.0807 0.2863
C -0.7058 -0.0804 -0.1196
O -1.6495 -0.7372 0.1384
H 0.8397 0.8488 0.8110
H -0.7355 0.7801 -1.0243
*
```

Output
F_max = 4.6 eV Å⁻¹
Orbital gap = 10.19 eV
LUMO level = -0.093 eV
SMILES = O=CC=O
Calculated total energy = -6199.2185 eV

---

Record 3
Molecular formula: C2H2O2Rh
Method: DFT, wB97M-V/def2-TZVPD

ORCA input file:
```
! wB97M-V def2-TZVPD RIJCOSX def2/J DEFGRID3
* xyz 1 5
C 0.8086 0.4493 0.1504
C 1.4754 -0.3954 0.7135
O -2.1556 -1.7165 -0.0263
Rh -1.9915 -0.0971 -0.6916
H 2.2371 -0.8753 1.3030
O -0.2752 0.9112 -0.4741
H -0.0987 1.7239 -0.9749
*
```

Output
F_max = 2.7 eV Å⁻¹
Orbital gap (alpha / beta) = 9.31 / 7.27 eV
⟨S²⟩ = 6.018
LUMO level (alpha / beta) = -5.578 / -7.600 eV
Calculated total energy = -9193.8704 eV

---

Record 4
Molecular formula: C2H2O2S
Method: DFT, wB97M-V/def2-TZVPD

ORCA input file:
```
! wB97M-V def2-TZVPD RIJCOSX def2/J DEFGRID3
* xyz 0 1
O 1.2019 1.5896 -0.5101
C 1.5249 0.6170 0.0522
S 2.4657 -0.5024 0.5305
C -1.3648 -0.4554 -0.0569
O -0.4013 -0.3104 0.6695
H -2.2278 -0.8321 0.3061
H -1.1985 -0.1063 -0.9912
*
```

Output
F_max = 4.5 eV Å⁻¹
Orbital gap = 10.05 eV
LUMO level = 0.227 eV
SMILES = O=C=S.C=O
Calculated total energy = -17035.1504 eV

---

Record 5
Molecular formula: C2H2O2S2
Method: DFT, wB97M-V/def2-TZVPD

ORCA input file:
```
! wB97M-V def2-TZVPD RIJCOSX def2/J DEFGRID3
* xyz 0 1
O 0.8025 -0.1088 1.6252
C 0.1846 -0.4235 0.6913
S -1.1841 -1.5600 0.6996
C 0.3851 0.3418 -0.6345
O 0.3888 -0.2702 -1.8243
S 0.4688 1.9585 -0.6620
H -1.5298 -1.6469 2.2092
H 0.0263 -1.2074 -1.5600
*
```

Output
F_max = 4.4 eV Å⁻¹
Orbital gap = 8.51 eV
LUMO level = -0.732 eV
SMILES = O=C(S)C(O)=S
Calculated total energy = -27870.0579 eV

---

Record 6
Molecular formula: C2H2O2S2
Method: DFT, wB97M-V/def2-TZVPD

ORCA input file:
```
! wB97M-V def2-TZVPD RIJCOSX def2/J DEFGRID3
* xyz 0 1
O 0.9907 -1.1189 0.2795
C 0.6295 0.0191 0.0397
O 1.4714 0.9987 -0.2169
C -0.8682 0.4133 -0.0316
S -1.4048 1.9423 0.1176
S -2.0043 -0.9181 -0.0434
H 2.3661 0.6729 0.0572
H -1.1802 -2.0092 -0.2020
*
```

Output
F_max = 1.7 eV Å⁻¹
Orbital gap = 8.01 eV
LUMO level = -1.257 eV
SMILES = O=C(O)C(=S)S
Calculated total energy = -27871.4067 eV

---

Record 7
Molecular formula: C2H2O2S2
Method: DFT, wB97M-V/def2-TZVPD

ORCA input file:
```
! wB97M-V def2-TZVPD RIJCOSX def2/J DEFGRID3
* xyz 0 1
C 0.0642 -0.9348 -0.8563
C -0.3807 1.2085 0.7689
O -0.4280 -2.5203 -2.7073
O 0.7782 1.9732 2.9014
S -0.6571 -1.1037 -2.2651
S 0.3792 0.8117 2.1049
H 0.8570 -1.4148 -0.1077
H -0.6128 1.9802 0.1611
*
```

Output
F_max = 3.8 eV Å⁻¹
Orbital gap (alpha / beta) = 8.12 / 8.20 eV
LUMO level (alpha / beta) = -1.957 / -1.884 eV
Calculated total energy = -27863.9891 eV

---

Record 8
Molecular formula: C2H2O2S3
Method: DFT, wB97M-V/def2-TZVPD

ORCA input file:
```
! wB97M-V def2-TZVPD RIJCOSX def2/J DEFGRID3
* xyz 0 1
C 0.3711 0.7480 -0.5621
C -0.3657 -1.2682 0.9599
O -1.1474 2.8966 -0.9481
O 1.7774 -1.4735 -0.5081
S -1.0545 1.4508 -1.0400
S 0.4219 -1.0421 -0.7715
S -1.8682 -1.6607 1.3315
H 1.3227 1.3614 -0.1895
H 0.5426 -1.0123 1.7278
*
```

Output
F_max = 2.8 eV Å⁻¹
Orbital gap = 7.54 eV
LUMO level = -1.668 eV
Calculated total energy = -38702.9107 eV

---

Record 9
Molecular formula: C2H2O3
Method: DFT, wB97M-V/def2-TZVPD

ORCA input file:
```
! wB97M-V def2-TZVPD RIJCOSX def2/J DEFGRID3
* xyz 0 1
C -0.3148 -0.7102 0.0364
C 0.1275 0.5407 -0.0191
O -1.6849 -0.3371 0.0026
O -1.2143 0.9483 -0.1517
O 1.2483 1.2699 -0.0158
H -0.2194 -2.4267 0.3749
H 2.0576 0.7151 -0.2273
*
```

Output
F_max = 6.5 eV Å⁻¹
Orbital gap = 8.83 eV
LUMO level = -0.199 eV
Calculated total energy = -8240.3618 eV

---

Record 10
Molecular formula: C2H2O3
Method: DFT, wB97M-V/def2-TZVPD

ORCA input file:
```
! wB97M-V def2-TZVPD RIJCOSX def2/J DEFGRID3
* xyz 0 1
C -1.2797 -1.3783 0.0629
C 0.7133 1.6584 0.0592
O -1.3405 -0.6355 0.9459
O -1.1500 -1.9424 -0.9183
O 1.1888 0.4501 0.0745
H 1.2519 1.9853 -0.9047
H 0.6162 -0.1377 0.6805
*
```

Output
F_max = 2.8 eV Å⁻¹
Orbital gap = 9.10 eV
LUMO level = 0.237 eV
Calculated total energy = -8246.1123 eV

---

Record 11
Molecular formula: C2H2O3
Method: DFT, wB97M-V/def2-TZVPD

ORCA input file:
```
! wB97M-V def2-TZVPD RIJCOSX def2/J DEFGRID3
* xyz 0 3
C 0.3854 -0.9737 -1.0537
C 2.9889 2.0568 0.3401
O 3.1284 2.2167 1.4553
O 0.4677 0.2848 -0.6729
O 2.8366 2.0166 -0.8048
H -0.0141 -1.2346 -2.0419
H 0.2697 1.0742 -1.3517
*
```

Output
F_max = 3.6 eV Å⁻¹
Orbital gap (alpha / beta) = 7.70 / 12.29 eV
⟨S²⟩ = 2.005
LUMO level (alpha / beta) = 0.414 / -0.519 eV
Calculated total energy = -8244.7819 eV

---

Record 12
Molecular formula: C2H2O3S
Method: DFT, wB97M-V/def2-TZVPD

ORCA input file:
```
! wB97M-V def2-TZVPD RIJCOSX def2/J DEFGRID3
* xyz 0 1
C -0.3834 0.8053 0.6425
C -1.5485 0.0576 0.1715
O 2.6044 -1.6676 0.0604
O 1.8611 0.3315 -1.1095
O -1.2501 1.4772 0.0300
S 2.3637 -0.2693 0.1171
H -1.2424 -0.7065 -0.6353
H -2.4047 -0.0281 0.7234
*
```

Output
F_max = 3.5 eV Å⁻¹
Orbital gap = 9.06 eV
LUMO level = -0.885 eV
Calculated total energy = -19079.5625 eV

---

Record 13
Molecular formula: C2H2O3S
Method: DFT, wB97M-V/def2-TZVPD

ORCA input file:
```
! wB97M-V def2-TZVPD RIJCOSX def2/J DEFGRID3
* xyz 0 1
C 1.0466 0.8558 -0.4824
C 0.8792 0.4351 0.7185
O -1.4264 -0.5662 -1.5628
O 1.2612 1.2436 -1.5332
O -1.3675 -1.8034 0.4766
S -1.8567 -0.6610 -0.1873
H 0.7593 1.0534 1.6681
H 0.7044 -0.5573 0.9026
*
```

Output
F_max = 3.8 eV Å⁻¹
Orbital gap = 8.59 eV
LUMO level = -1.081 eV
Calculated total energy = -19082.2919 eV

---

Record 14
Molecular formula: C2H2O4
Method: DFT, wB97M-V/def2-TZVPD

ORCA input file:
```
! wB97M-V def2-TZVPD RIJCOSX def2/J DEFGRID3
* xyz 0 1
O -2.4840 -0.7121 0.1221
C -1.8223 0.2178 0.0256
O -1.1875 1.1974 0.0642
O 0.0898 -1.0973 -0.1563
C 1.1564 -0.5719 -0.0697
O 1.4281 0.6783 0.0043
H 2.1763 -1.0157 0.0921
H 0.6433 1.3035 -0.0823
*
```

Output
F_max = 4.0 eV Å⁻¹
Orbital gap = 11.76 eV
LUMO level = 0.642 eV
SMILES = O=C=O.O=CO
Calculated total energy = -10296.9018 eV

---

Record 15
Molecular formula: C2H2O4P
Method: DFT, wB97M-V/def2-TZVPD

ORCA input file:
```
! wB97M-V def2-TZVPD RIJCOSX def2/J DEFGRID3
* xyz -1 1
O 2.8649 0.4454 -0.1953
C 1.8042 -0.2180 -0.1729
O 1.5432 -1.3917 -0.4292
C 0.4179 0.5275 0.2060
O 0.0815 1.4878 -0.4683
O -0.4962 -0.2130 0.7993
P -2.0830 0.2688 0.4141
H -1.7015 0.1571 -0.8623
H -2.4310 -1.0640 0.7086
*
```

Output
F_max = 2.8 eV Å⁻¹
Orbital gap = 8.32 eV
LUMO level = 3.852 eV
SMILES = O=C([O-])C(=O)OP
Calculated total energy = -19586.2116 eV

---

Record 16
Molecular formula: C2H2O4S
Method: DFT, wB97M-V/def2-TZVPD

ORCA input file:
```
! wB97M-V def2-TZVPD RIJCOSX def2/J DEFGRID3
* xyz 0 1
O -3.0036 0.1683 1.2138
S -2.3979 -0.4520 0.0615
O -3.0820 -0.7227 -1.1107
C -0.6809 0.1647 -0.1456
C 0.0608 -0.7967 0.4067
O -0.3844 -1.9815 0.7067
O -1.9058 -1.8787 0.6100
H -0.3015 1.1159 -0.3587
H 1.0645 -0.7297 0.3951
*
```

Output
F_max = 4.9 eV Å⁻¹
Orbital gap = 9.72 eV
LUMO level = -0.808 eV
SMILES = O=S1(=O)C=COO1
Calculated total energy = -21126.4392 eV

---

Record 17
Molecular formula: C2H2OS
Method: DFT, wB97M-V/def2-TZVPD

ORCA input file:
```
! wB97M-V def2-TZVPD RIJCOSX def2/J DEFGRID3
* xyz 0 1
C -0.5473 -1.0596 0.3924
C 0.1688 -0.5004 1.1702
H -1.0593 -1.4123 -0.4040
H 0.8061 -0.0847 2.0368
O -0.3818 1.5025 -1.3805
S 1.0134 1.5545 -1.8149
*
```

Output
F_max = 3.1 eV Å⁻¹
Orbital gap (alpha / beta) = 7.76 / 7.78 eV
LUMO level (alpha / beta) = -1.414 / -1.407 eV
SMILES = C#C.O=S
Calculated total energy = -14984.6091 eV

---

Record 18
Molecular formula: C2H2OS2
Method: DFT, wB97M-V/def2-TZVPD

ORCA input file:
```
! wB97M-V def2-TZVPD RIJCOSX def2/J DEFGRID3
* xyz 0 1
O 0.1798 1.3980 -0.0570
C 0.4052 0.0953 0.0074
S 1.9026 -0.5653 -0.1064
C -0.7282 -0.7700 0.1314
S -2.2510 -0.2345 -0.0774
H 1.0031 1.8936 -0.1905
H -0.5115 -1.8170 0.2924
*
```

Output
F_max = 2.3 eV Å⁻¹
Orbital gap = 7.34 eV
LUMO level = -1.934 eV
SMILES = OC(=S)C=S
Calculated total energy = -25823.1708 eV

---

Record 19
Molecular formula: C2H2OS3
Method: DFT, wB97M-V/def2-TZVPD

ORCA input file:
```
! wB97M-V def2-TZVPD RIJCOSX def2/J DEFGRID3
* xyz 0 1
C 2.5591 0.0947 0.4937
C 2.3437 0.5271 -0.6065
O -2.7440 0.9595 1.1982
S -2.0353 -2.0132 0.4646
S -2.5709 -0.9444 -1.0878
S -2.7312 1.0067 -0.2440
H 2.4730 -0.6230 1.2582
H 2.7057 0.9925 -1.4764
*
```

Output
F_max = 2.0 eV Å⁻¹
Orbital gap (alpha / beta) = 7.17 / 7.76 eV
LUMO level (alpha / beta) = -2.059 / -1.516 eV
Calculated total energy = -36655.5586 eV

---

Record 20
Molecular formula: C2H2OS3
Method: DFT, wB97M-V/def2-TZVPD

ORCA input file:
```
! wB97M-V def2-TZVPD RIJCOSX def2/J DEFGRID3
* xyz 0 1
O 1.3256 1.0802 0.3338
C 0.6396 0.0544 0.3768
S 1.2589 -1.3558 1.4182
C -0.6526 -0.0657 -0.4571
S -1.6989 -1.2479 -0.4843
S -0.8653 1.3522 -1.5740
H 0.1112 -2.0334 1.3492
H -0.1185 2.2161 -0.9627
*
```

Output
F_max = 3.0 eV Å⁻¹
Orbital gap = 7.87 eV
LUMO level = -1.675 eV
SMILES = O=C(S)C(=S)S
Calculated total energy = -36658.5839 eV